The following is a DFT calculation (ωB97M-V/def2-TZVPD) of 11 unconnected molecules or ions with the total composition C99H209N11O11 at a distorted geometry.

Structure (XYZ):
```
330
Properties=species:S:1:pos:R:3:forces:R:3
C 2.60951 -7.50467 4.13167 -0.53 -0.20 0.87
C 1.17431 -7.15986 4.62324 -0.20 0.65 -0.79
C 1.04051 -7.22234 6.19084 -0.74 0.51 -1.65
C 0.94688 -5.67219 4.05724 -0.10 0.74 1.35
C -0.51278 -5.15796 3.97693 0.74 -2.09 -0.44
C -1.28057 -6.27979 3.17538 -0.94 1.74 2.50
C -1.26116 -7.70228 3.82322 1.28 1.22 0.66
C -2.00112 -7.74497 5.21282 -1.34 0.58 -0.63
C -1.96012 -8.61049 2.84002 -0.45 -1.33 -0.21
N 0.19330 -8.09156 4.00601 -0.99 1.58 -2.67
O 0.30601 -9.46418 4.23373 0.35 0.59 0.79
H 2.89011 -7.12379 3.14968 -0.61 -0.29 -0.24
H 3.31616 -6.99753 4.78859 0.12 -0.31 0.33
H 2.69778 -8.58977 4.18522 0.49 0.05 -0.04
H 0.03699 -6.84700 6.39125 0.09 0.17 0.28
H 1.01056 -8.27054 6.48831 0.65 0.09 0.37
H 1.75372 -6.56006 6.68157 0.10 -0.55 0.17
H 1.39683 -5.03316 4.81703 0.37 -0.04 0.17
H 1.55892 -5.44925 3.18327 -0.36 -0.56 -0.39
H -0.77112 -4.94464 5.01417 -0.78 -0.70 0.13
H -0.74435 -4.19632 3.51897 0.80 0.03 -0.49
H -0.99774 -6.15189 2.13051 0.25 -0.80 0.02
H -2.30289 -5.91143 3.26060 -0.53 -0.44 -0.42
H -2.07752 -6.85224 5.83355 1.47 0.27 0.06
H -1.76841 -8.61869 5.82156 0.17 0.06 -0.01
H -3.08355 -7.74660 5.08466 -0.32 -0.90 -0.71
H -1.46577 -8.63115 1.86878 0.09 0.04 0.10
H -3.01903 -8.41220 2.67424 0.04 1.04 0.05
H -2.08653 -9.63648 3.18565 0.75 -0.23 0.18
H -0.13910 -9.52114 5.08239 -0.03 -0.96 0.56
C 3.42355 3.47649 -4.84023 0.34 -0.02 0.90
C 2.12200 4.21733 -5.19667 -2.49 -1.03 -0.42
C 1.92602 4.39437 -6.73680 1.17 -1.01 0.19
C 0.83778 3.28840 -4.76277 0.13 0.72 0.72
C 0.47027 3.41017 -3.27826 1.85 1.27 0.75
C 0.37494 4.92095 -2.76230 1.78 -2.35 -1.93
C 1.62618 5.74540 -3.16951 -0.37 0.11 0.11
C 1.17568 7.24131 -3.00389 -0.24 -1.09 -1.40
C 2.85328 5.49987 -2.31980 0.32 0.18 2.02
N 2.03603 5.51241 -4.53216 -2.70 -0.99 -1.05
O 2.73609 6.53534 -5.11695 0.66 0.22 -0.14
H 3.75110 2.57958 -5.36594 -0.30 0.37 -0.94
H 4.22272 4.21647 -4.79723 0.34 -0.14 -0.33
H 3.40689 3.05959 -3.83324 -0.42 0.33 0.37
H 2.41598 3.52790 -7.18096 0.16 -0.17 -0.15
H 0.90146 4.27367 -7.08865 -0.07 0.74 0.34
H 2.46294 5.24726 -7.15200 -0.41 0.17 0.15
H -0.10170 3.44606 -5.29250 0.35 0.66 -0.72
H 1.07876 2.24115 -4.94522 0.29 -0.03 -0.17
H -0.39420 2.83708 -2.94306 -0.06 0.03 -0.35
H 1.35387 2.97620 -2.81026 -0.08 -0.21 0.75
H 0.46826 4.90887 -1.67637 -1.21 0.25 0.01
H -0.48205 5.28677 -3.32785 -0.27 0.65 0.94
H 0.31806 7.37643 -2.34485 0.87 0.00 1.16
H 0.61568 7.46807 -3.91113 0.56 0.20 -0.59
H 2.07163 7.85890 -2.94098 -0.60 0.44 0.42
H 3.57810 6.28303 -2.54202 0.16 0.05 0.12
H 3.40444 4.56015 -2.28444 -0.42 -0.32 -0.96
H 2.60134 5.57172 -1.26175 -0.06 0.64 0.31
H 3.63850 6.38447 -4.82625 0.71 0.36 -0.08
C -7.26800 0.87906 -4.45185 -0.51 0.35 0.60
C -6.22362 -0.17961 -4.44953 2.44 -0.26 1.08
C -6.05059 -0.74652 -5.90760 0.04 -0.65 1.42
C -4.92176 0.58317 -3.90443 1.78 -0.57 -1.01
C -3.67036 -0.30097 -3.53868 -1.66 -1.44 -0.29
C -4.13423 -1.43437 -2.60785 -0.98 -0.09 0.91
C -5.43582 -2.20237 -2.97638 0.14 0.49 -0.13
C -5.12290 -3.22852 -4.05594 -0.55 0.09 -0.21
C -5.97352 -2.98481 -1.70705 0.15 0.28 -1.07
N -6.52433 -1.22373 -3.43142 3.05 1.74 1.55
O -7.66209 -1.86840 -3.76057 -1.94 -1.79 -0.97
H -7.43990 1.23565 -3.43627 0.10 0.18 0.11
H -6.79408 1.66823 -5.03555 -0.77 0.32 -0.22
H -8.23902 0.54597 -4.81828 0.08 0.17 -0.54
H -6.34342 -1.78401 -5.74653 -0.04 -0.04 -0.72
H -6.72028 -0.32046 -6.65466 0.19 0.25 0.13
H -5.00787 -0.73839 -6.22504 -0.08 0.14 -0.16
H -4.59278 1.21575 -4.72887 -0.06 0.09 -0.35
H -4.99282 1.31845 -3.10292 -1.11 -0.32 0.36
H -3.28597 -0.81547 -4.41938 -0.02 0.19 -0.41
H -2.80259 0.20682 -3.11770 -0.35 0.43 0.09
H -4.32125 -1.10931 -1.58440 0.06 0.67 0.01
H -3.38253 -2.20811 -2.45173 0.20 -0.04 -0.34
H -6.10304 -3.60572 -4.34774 0.19 -0.64 -0.19
H -4.46766 -4.00028 -3.65201 -0.18 -0.17 -0.07
H -4.66810 -2.81533 -4.95624 0.18 0.12 0.18
H -6.55383 -2.29814 -1.09074 -0.42 -0.29 -0.19
H -5.27528 -3.47738 -1.03034 0.93 0.56 -0.30
H -6.48101 -3.86660 -2.09820 -0.94 0.37 0.20
H -8.36426 -1.23688 -3.58812 -0.19 -0.09 0.29
C 1.11357 -10.45154 -4.23231 -0.11 -0.04 -1.58
C 0.56061 -9.86194 -2.94021 -1.89 -0.05 0.97
C -0.39852 -8.63722 -3.24848 1.30 1.44 -0.76
C -0.30674 -10.90266 -2.13128 0.19 -0.94 0.44
C -0.57316 -10.57397 -0.64341 0.31 0.98 -1.06
C 0.64555 -10.16306 0.15415 -1.21 0.45 -0.29
C 1.57893 -9.24666 -0.65380 0.75 -0.05 1.35
C 1.19423 -7.73984 -0.48194 -0.13 -0.55 -0.65
C 3.00917 -9.47130 0.04869 -0.65 0.30 -1.71
N 1.68084 -9.63517 -2.08237 0.26 -0.75 2.23
O 2.64102 -8.79673 -2.63575 0.60 0.52 -0.69
H 1.86629 -9.84410 -4.73484 -0.36 0.85 0.23
H 1.67204 -11.38619 -4.28376 -0.36 -0.46 1.28
H 0.31012 -10.59137 -4.95550 -0.18 0.09 0.00
H -0.67924 -8.57604 -4.29993 -0.83 -0.90 0.05
H -1.18841 -8.31742 -2.56885 -0.45 -1.20 0.06
H 0.08030 -7.65849 -3.27864 1.27 0.00 0.37
H -1.32713 -11.06019 -2.48069 0.19 0.21 -0.96
H 0.20466 -11.86120 -2.21947 0.09 -0.15 0.05
H -1.20192 -9.68658 -0.71613 -0.36 0.15 0.29
H -1.15708 -11.32259 -0.10795 0.03 -0.22 -0.32
H 1.09167 -11.02278 0.65413 0.49 0.05 -0.38
H 0.21091 -9.54560 0.94023 0.52 -0.02 0.46
H 0.16310 -7.56574 -0.78947 -0.42 -0.21 0.75
H 1.67993 -7.07374 -1.19504 0.75 -0.28 0.13
H 1.43384 -7.43114 0.53560 -0.40 0.14 0.01
H 3.54405 -8.53380 -0.10332 0.49 -0.21 0.39
H 3.49824 -10.28505 -0.48677 0.21 0.02 -0.29
H 3.03771 -9.83655 1.07528 -0.61 0.63 0.14
H 3.42401 -9.25600 -2.32335 0.54 0.26 -0.41
C -2.06409 -0.35715 -0.41512 1.08 -2.37 0.47
C -0.56137 -0.24546 -0.12990 0.33 2.71 1.30
C 0.09094 0.17937 -1.45997 0.85 0.02 0.14
C -0.50083 0.98526 0.94987 -1.52 -1.49 -1.20
C 0.78362 1.15884 1.57266 2.37 -0.46 1.22
C 1.22542 -0.21156 2.19413 1.68 2.02 -1.79
C 1.43611 -1.37150 1.17604 -1.26 0.24 1.88
C 2.69617 -1.27112 0.18057 -2.04 0.42 0.65
C 1.55873 -2.58722 2.16334 1.95 -0.02 -1.00
N 0.04930 -1.44653 0.56509 0.36 2.97 0.85
O -0.13210 -2.60611 -0.12081 -0.21 -1.55 -1.19
H -2.07851 -1.04937 -1.25698 -0.71 0.01 0.09
H -2.43512 -0.86104 0.47737 -0.70 -0.04 -0.14
H -2.64503 0.53762 -0.63867 0.59 0.18 0.09
H 0.40073 -0.67680 -2.05922 -0.13 -0.21 0.04
H -0.54752 0.79632 -2.09230 -0.34 -0.10 0.22
H 0.98615 0.78457 -1.31703 0.17 -0.02 0.15
H -0.94010 1.88804 0.52547 0.13 0.00 -0.37
H -1.08246 0.76928 1.84606 -1.04 -0.60 -0.47
H 1.53258 1.63316 0.93849 0.33 -0.23 -0.12
H 0.70138 1.77029 2.47125 -0.05 0.57 -0.12
H 0.51380 -0.39281 2.99964 0.14 -0.64 -0.20
H 2.21073 0.03693 2.58850 0.14 -0.38 0.62
H 2.60427 -0.29718 -0.30017 0.16 -0.07 -0.25
H 2.57978 -2.05748 -0.56521 0.09 0.03 -0.05
H 3.69329 -1.32117 0.61799 -0.28 -0.21 0.45
H 1.12811 -2.54700 3.16386 -1.36 -0.08 -0.60
H 2.57893 -2.63664 2.54390 0.70 0.38 -0.44
H 1.54142 -3.51297 1.58820 -0.74 -0.36 0.42
H -0.33461 -3.17624 0.62453 -0.32 -0.68 -0.36
C 1.62773 -0.98613 8.46204 0.80 -0.45 1.69
C 2.12165 -0.96968 7.06463 -0.38 1.22 -0.93
C 0.98954 -0.25499 6.20697 0.35 -1.20 -1.06
C 3.41402 -0.01947 6.95829 -0.39 -2.32 0.59
C 4.70138 -0.69232 7.44613 0.67 -1.50 -0.28
C 4.91633 -2.05379 6.76231 -1.65 -1.25 -0.75
C 3.69334 -3.08962 6.96209 -0.02 1.44 0.84
C 3.85568 -4.43226 6.17906 -0.64 1.04 -0.29
C 3.71629 -3.51402 8.47357 0.57 0.33 -0.55
N 2.43636 -2.31545 6.54605 1.48 -0.99 -1.67
O 1.32400 -3.21421 6.55538 0.50 1.02 0.48
H 0.67592 -1.49589 8.61136 -0.35 0.59 -0.16
H 2.31265 -1.55450 9.09129 0.18 0.07 0.12
H 1.70089 0.03550 8.83489 -0.84 -0.04 0.24
H 1.30203 -0.26042 5.16273 0.62 0.79 -0.07
H 0.05089 -0.77509 6.01583 -0.07 -0.81 1.01
H 0.64352 0.71733 6.55764 0.72 0.16 0.16
H 3.55199 0.16374 5.89269 -0.08 0.60 0.09
H 3.30755 0.84404 7.61489 -0.54 0.36 -0.64
H 5.53282 -0.07737 7.10167 0.14 0.20 0.43
H 4.80626 -0.89344 8.51227 -0.35 0.76 0.22
H 5.75947 -2.69394 7.02198 0.48 0.69 0.47
H 5.05790 -1.77479 5.71818 -0.26 -0.62 -0.43
H 3.25620 -5.24242 6.59421 -0.37 0.37 0.10
H 4.85787 -4.85888 6.22041 0.31 0.60 -0.11
H 3.52377 -4.25723 5.15568 0.27 -0.24 -0.15
H 4.44244 -4.32368 8.54599 -0.02 -0.09 0.16
H 2.77373 -3.88876 8.87264 -0.10 0.05 -0.14
H 4.09595 -2.70717 9.10043 -0.25 -0.07 0.15
H 1.17898 -3.28058 7.50204 -0.68 -0.57 0.41
C -0.97820 5.66835 6.36623 -0.52 -0.19 0.89
C 0.52322 5.75907 6.65433 1.50 -0.56 0.50
C 1.33363 5.49293 5.37397 1.07 -0.48 0.04
C 0.89747 7.20528 7.17715 -0.26 0.09 0.39
C 2.04281 7.40152 8.23164 -0.74 -2.40 0.28
C 2.08873 6.19728 9.29661 -1.24 1.94 -0.91
C 2.01631 4.83460 8.67558 1.99 -1.76 -1.27
C 3.32937 4.51790 7.91169 0.00 0.63 -0.48
C 1.86481 3.84091 9.88364 -0.68 -0.59 -0.85
N 0.86921 4.71235 7.74247 -1.42 2.55 1.06
O 0.59152 3.40925 7.35008 0.21 0.10 -0.15
H -1.47387 4.72409 6.14086 1.06 -0.61 -0.47
H -1.46868 5.83356 7.32552 -0.21 0.89 -0.05
H -1.28943 6.33290 5.56024 0.07 0.41 0.33
H 0.90737 5.75579 4.40583 -0.60 -0.18 0.24
H 2.30764 5.98147 5.34665 0.01 0.35 0.41
H 1.63688 4.44601 5.38339 -0.21 -0.25 -0.66
H 1.23690 7.85290 6.36878 -0.29 -0.35 -0.57
H -0.06052 7.64062 7.46148 0.15 0.14 0.66
H 2.97983 7.36644 7.67590 0.18 -0.06 0.04
H 2.00145 8.39757 8.67241 -0.25 -0.18 0.20
H 1.19894 6.10876 9.91993 -0.22 1.18 0.26
H 2.94293 6.34502 9.95737 0.08 -0.39 -0.12
H 4.16801 4.95419 8.45431 0.34 -0.90 0.34
H 3.43098 5.03296 6.95645 -0.53 0.43 -0.06
H 3.39875 3.48073 7.58374 0.36 -0.24 0.73
H 0.82003 3.90979 10.18659 0.06 0.16 0.47
H 2.55621 3.93786 10.72070 -0.03 0.95 -0.08
H 2.00132 2.78194 9.66442 -0.05 -0.01 -0.80
H 1.05088 3.35250 6.50903 0.20 -0.77 -0.43
C 3.50894 -2.55435 -5.62568 0.22 -0.18 -1.58
C 4.42649 -3.56229 -6.42153 0.58 1.11 -0.29
C 4.34045 -4.91127 -5.78439 -0.03 -0.64 1.82
C 3.99753 -3.82243 -7.94810 -1.23 1.49 1.48
C 4.56066 -2.92455 -9.05951 1.19 -0.84 0.88
C 6.10553 -2.99617 -8.89238 -1.20 -0.43 -0.36
C 6.47218 -2.44229 -7.54348 1.92 2.93 2.59
C 8.02683 -2.59164 -7.31833 0.25 -1.10 -0.56
C 6.14628 -0.85524 -7.48943 -0.36 -1.31 0.05
N 5.82401 -3.09762 -6.38754 0.61 -1.06 -0.56
O 6.39489 -2.83257 -5.06742 -0.84 -0.49 -1.93
H 3.42097 -1.62305 -6.18518 -0.09 0.07 -0.23
H 2.50535 -2.97613 -5.57092 0.00 0.05 0.46
H 3.92167 -2.24748 -4.66465 -0.12 -0.61 0.15
H 3.34476 -5.34806 -5.86125 0.00 -0.17 -0.51
H 5.14260 -5.58914 -6.07623 -0.25 0.00 -0.52
H 4.46175 -4.83698 -4.70371 0.16 0.25 0.22
H 4.01774 -4.90564 -8.06793 0.53 0.19 -0.64
H 2.94056 -3.55696 -7.92693 -0.39 -0.37 0.08
H 4.16104 -3.28480 -10.00747 0.35 0.03 -0.15
H 4.22269 -1.89716 -8.92406 -0.09 -0.03 0.00
H 6.66919 -2.46987 -9.66270 -0.05 0.17 0.05
H 6.39499 -4.04566 -8.94607 0.11 -0.13 0.02
H 8.66043 -2.08417 -8.04573 -0.45 0.27 -0.38
H 8.26680 -3.64902 -7.42992 -0.13 -0.30 -0.33
H 8.53475 -2.40959 -6.37124 -1.01 0.65 0.39
H 5.08744 -0.73447 -7.26058 -0.08 0.05 -0.08
H 6.32310 -0.33842 -8.43268 0.32 -0.02 0.04
H 6.68363 -0.38109 -6.66812 0.24 0.00 -0.15
H 6.12578 -1.93852 -4.84414 -0.16 0.42 0.07
C 6.96498 0.38525 2.33411 1.24 -1.00 1.16
C 6.53547 1.56817 1.57860 -0.51 1.82 0.03
C 6.10919 1.15481 0.20570 -0.34 0.13 -1.09
C 5.35127 2.21192 2.40346 2.08 0.08 0.91
C 5.05896 3.62405 2.13113 -0.98 1.70 -1.09
C 6.32850 4.53060 2.30516 -0.58 -0.97 -1.12
C 7.56561 4.02798 1.45078 -1.31 -0.44 -0.15
C 7.39443 4.34248 -0.00250 0.09 0.13 -1.63
C 8.78353 4.77668 1.94701 1.42 -1.14 -0.10
N 7.73780 2.48839 1.52904 0.01 1.61 1.51
O 8.90431 1.97778 0.83013 -1.43 0.46 1.20
H 7.70368 -0.18360 1.76946 -0.32 -0.41 -0.10
H 7.52648 0.73096 3.20204 -0.16 0.00 0.23
H 6.11929 -0.19947 2.69605 0.06 -0.31 -0.31
H 5.51058 1.86422 -0.36571 -0.13 0.36 0.30
H 7.02625 1.04652 -0.37341 -0.14 -0.64 -0.21
H 5.52213 0.23679 0.23230 0.26 -0.18 -0.09
H 4.48160 1.56664 2.52750 0.10 -0.16 -0.51
H 5.70914 2.44941 3.40527 0.53 -1.48 0.66
H 4.50578 3.74887 1.20027 0.76 0.33 -0.92
H 4.21700 3.91862 2.75758 0.33 0.31 0.83
H 6.63488 4.71081 3.33558 -0.12 -0.73 0.25
H 6.05514 5.53566 1.98387 0.23 0.07 -0.44
H 7.36201 5.39328 -0.29041 0.03 0.21 0.40
H 6.56561 3.87246 -0.53187 -0.32 -0.13 0.46
H 8.27807 3.93928 -0.49719 0.19 0.18 -0.26
H 8.93871 4.55401 3.00267 0.04 0.41 0.06
H 8.90917 5.82531 1.67738 -1.02 0.22 0.39
H 9.65848 4.38992 1.42455 0.15 -0.52 0.09
H 8.77367 2.09116 -0.11416 -0.27 0.09 -0.46
C -6.36045 8.67051 -5.50201 0.53 -0.29 1.06
C -5.96065 7.27789 -4.86083 -0.62 -1.52 -1.00
C -5.98532 7.15421 -3.35124 -0.09 1.22 0.85
C -7.07711 6.26706 -5.33533 -0.93 0.13 0.43
C -6.66303 4.92333 -5.95078 1.59 1.24 -0.19
C -5.37042 4.46117 -5.22153 -0.37 -0.18 -1.43
C -4.15828 5.42178 -5.34427 -1.21 1.42 2.51
C -3.33941 5.20417 -4.00672 0.24 0.12 -1.15
C -3.25866 5.17801 -6.56238 -0.16 0.24 1.10
N -4.69059 6.85851 -5.40539 -0.12 -2.10 -2.50
O -3.71334 7.77740 -5.15781 1.52 0.94 1.54
H -7.28487 8.98743 -5.01919 -0.18 0.02 -0.24
H -5.65607 9.49348 -5.38087 0.30 -0.24 0.58
H -6.46980 8.63081 -6.58579 -0.30 -0.61 0.06
H -6.16334 6.18142 -2.89287 0.17 -0.46 -0.79
H -5.04465 7.49546 -2.91906 -0.23 0.60 0.21
H -6.87254 7.70523 -3.03929 0.24 0.51 0.59
H -7.68770 6.01039 -4.46965 0.07 0.12 0.35
H -7.78327 6.85601 -5.92064 0.04 -0.41 -0.63
H -7.44024 4.16000 -5.91395 -0.05 0.17 0.08
H -6.42721 5.15407 -6.98965 0.06 -0.48 -0.25
H -4.98305 3.54868 -5.67475 -0.29 -0.38 0.02
H -5.65401 4.20023 -4.20192 0.33 0.28 0.23
H -2.48615 5.88035 -4.06015 0.05 -0.05 0.35
H -2.97771 4.17744 -3.95098 0.19 -0.16 -0.27
H -3.88378 5.33838 -3.07198 -0.27 0.39 -0.30
H -3.75164 5.48844 -7.48364 0.01 -0.41 -0.04
H -2.93536 4.13853 -6.50703 -0.14 -0.12 -0.53
H -2.34871 5.76438 -6.43487 0.02 0.19 -0.11
H -3.37895 8.18240 -5.96141 -0.41 -0.26 -0.49
C -10.18069 3.24108 2.93602 0.17 -0.22 -1.90
C -9.24876 3.85422 1.77962 -2.14 1.75 0.41
C -9.08563 5.32976 2.27125 -0.91 0.76 -0.11
C -7.94799 3.14494 1.82835 2.47 -0.49 -1.53
C -7.07924 3.47691 0.52183 -0.32 -0.39 2.52
C -7.82000 3.08900 -0.70052 -0.75 1.79 -1.05
C -9.11828 3.94878 -0.85737 -0.12 1.44 -0.76
C -8.78499 5.49625 -1.16755 1.12 -0.63 -0.19
C -9.88149 3.52309 -2.16778 0.41 -0.77 1.27
N -9.88890 3.72671 0.39068 1.34 -1.13 0.38
O -11.24746 4.16005 0.32897 0.92 0.07 0.52
H -9.61518 2.69514 3.69116 0.26 0.64 0.19
H -10.82392 4.03467 3.31624 0.04 -0.39 0.28
H -10.78304 2.43885 2.50975 -0.32 -0.01 -0.17
H -10.02405 5.82719 2.51626 -0.76 -0.59 -0.24
H -8.64039 5.36895 3.26540 0.76 -0.13 -0.23
H -8.73030 6.10001 1.58674 1.01 -0.52 -0.15
H -7.37934 3.58268 2.64879 -0.11 -0.41 0.32
H -8.07999 2.07460 1.98662 0.02 -0.08 -0.10
H -6.87657 4.51904 0.76878 -0.19 0.49 -1.23
H -6.07833 3.06513 0.39256 0.04 -0.57 0.98
H -8.01005 2.01610 -0.72996 -0.32 0.00 0.20
H -7.14740 3.29343 -1.53353 -0.21 0.09 -0.49
H -7.90193 5.92725 -0.69580 -0.35 -0.08 1.30
H -9.62768 6.18679 -1.13389 -0.11 -0.30 0.36
H -8.33971 5.62880 -2.15358 -0.65 -0.63 -0.77
H -9.17209 3.53493 -2.99525 0.10 0.26 0.03
H -10.74601 4.13583 -2.42325 0.09 -0.01 0.25
H -10.16883 2.47751 -2.05691 -0.38 -0.07 -0.02
H -11.56666 3.40468 0.82810 -1.08 0.10 -0.16
```
Forces are in eV/Å.

* frontier orbital gap: 8.06 eV
* relative energy (zero: lowest compared OMol25 entry of this formula, charge and spin): 12.8257 eV
* SMILES: CC1(C)CCCC(C)(C)N1O.CC1(C)CCCC(C)(C)N1O.CC1(C)CCCC(C)(C)N1O.CC1(C)CCCC(C)(C)N1O.CC1(C)CCCC(C)(C)N1O.CC1(C)CCCC(C)(C)N1O.CC1(C)CCCC(C)(C)N1O.CC1(C)CCCC(C)(C)N1O.CC1(C)CCCC(C)(C)N1O.CC1(C)CCCC(C)(C)N1O.CC1(C)CCCC(C)(C)N1O
* total energy: -5326.4457 Eh
* largest force on an atom: 4.4 eV Å⁻¹